# 1
DFT (wB97M-V/def2-TZVPD) results for a cluster of 10 separate species, C36H71O11P in total.

The geometry in ORCA input format:
```
! wB97M-V def2-TZVPD RIJCOSX def2/J DEFGRID3
* xyz 0 1
C -1.42 6.11 3.79
C -2.14 5.41 2.90
P -3.81 4.83 3.28
C -3.83 3.20 2.41
C -2.58 2.32 2.57
C -2.66 1.32 3.74
C -2.06 1.78 5.08
C -0.72 2.47 5.00
O 0.25 1.50 4.54
C 1.40 1.99 4.07
C 2.03 1.09 3.06
O 1.86 3.05 4.41
H -1.79 6.28 4.79
H -0.45 6.52 3.54
H -1.74 5.22 1.91
H -3.62 4.43 4.61
H -4.72 2.65 2.72
H -3.98 3.45 1.36
H -1.70 2.95 2.63
H -2.47 1.74 1.65
H -2.24 0.36 3.43
H -3.73 1.13 3.93
H -2.74 2.43 5.63
H -1.92 0.88 5.70
H -0.71 3.36 4.37
H -0.43 2.82 6.00
H 1.85 1.52 2.07
H 3.10 1.01 3.25
H 1.60 0.09 3.09
C -1.01 -1.44 -0.27
C 0.17 -1.71 0.61
C 0.33 -3.11 1.14
O 0.97 -0.83 0.89
H -1.00 -0.40 -0.58
H -0.96 -2.09 -1.15
H -1.94 -1.64 0.27
H 0.42 -3.81 0.31
H -0.54 -3.39 1.74
H 1.22 -3.18 1.76
C -5.64 0.76 -0.59
C -5.20 -0.68 -0.52
C -6.17 -1.71 -1.04
O -4.13 -0.99 -0.06
H -4.86 1.40 -0.19
H -5.83 1.04 -1.63
H -6.56 0.91 -0.02
H -6.38 -1.52 -2.09
H -7.11 -1.66 -0.48
H -5.74 -2.70 -0.93
C -3.77 2.84 9.91
C -2.72 2.79 8.82
C -1.59 1.81 8.98
O -2.78 3.51 7.85
H -4.52 3.58 9.66
H -4.24 1.86 10.00
H -3.30 3.09 10.86
H -1.97 0.79 9.04
H -1.03 2.01 9.89
H -0.92 1.88 8.13
C 2.79 0.02 6.94
C 1.91 -0.29 8.13
C 2.42 -1.33 9.10
O 0.85 0.27 8.29
H 2.31 0.78 6.33
H 3.76 0.39 7.28
H 2.95 -0.88 6.34
H 3.38 -1.01 9.51
H 2.57 -2.28 8.58
H 1.70 -1.46 9.90
C 1.49 -1.77 -5.23
C 1.31 -1.76 -3.73
C 1.36 -0.42 -3.05
O 1.15 -2.78 -3.10
H 1.44 -2.79 -5.60
H 0.69 -1.17 -5.68
H 2.46 -1.34 -5.50
H 0.57 0.22 -3.44
H 2.32 0.06 -3.24
H 1.23 -0.55 -1.98
C 6.23 -1.27 -8.01
C 5.21 -1.14 -6.90
C 5.66 -0.45 -5.64
O 4.08 -1.57 -7.02
H 5.78 -1.77 -8.86
H 6.57 -0.28 -8.32
H 7.09 -1.83 -7.66
H 5.98 0.56 -5.86
H 6.50 -0.99 -5.20
H 4.84 -0.43 -4.92
C -0.89 2.28 -8.44
C -0.18 1.56 -7.33
C 1.29 1.82 -7.19
O -0.77 0.79 -6.60
H -1.94 1.99 -8.45
H -0.82 3.36 -8.31
H -0.45 2.00 -9.40
H 1.47 2.88 -7.00
H 1.81 1.54 -8.10
H 1.69 1.24 -6.36
C 3.79 -4.51 -0.20
C 3.96 -5.01 1.22
C 5.13 -5.93 1.47
O 3.20 -4.70 2.10
H 2.92 -3.86 -0.26
H 4.67 -3.95 -0.50
H 3.66 -5.35 -0.88
H 6.07 -5.42 1.22
H 5.05 -6.82 0.85
H 5.15 -6.22 2.52
C -1.13 -2.13 -8.54
C -1.23 -1.43 -9.88
C -2.07 -2.10 -10.94
O -0.66 -0.39 -10.09
H -0.50 -1.55 -7.87
H -2.12 -2.24 -8.10
H -0.70 -3.12 -8.67
H -3.10 -2.21 -10.58
H -1.68 -3.10 -11.15
H -2.06 -1.51 -11.84
*
```

Values from the calculation:
gap between HOMO and LUMO: 8.456 eV
E_HOMO: -7.927 eV
SMILES: C=CPCCCCCOC(C)=O.CC(C)=O.CC(C)=O.CC(C)=O.CC(C)=O.CC(C)=O.CC(C)=O.CC(C)=O.CC(C)=O.CC(C)=O
largest force on an atom: 0.83 eV/Å
calculated total energy: -70293.98484 eV

Mulliken atomic charge list, values in e, 2 entries:
1. C -0.621
2. C -0.167

---

# 2
DFT (wB97M-V/def2-TZVPD) results for an isolated molecule of C21H29N3O5S in a non-equilibrium geometry.

The geometry in ORCA input format:
```
! wB97M-V def2-TZVPD RIJCOSX def2/J DEFGRID3
* xyz 0 1
C 2.90 0.29 0.46
C 3.44 1.60 1.03
C 3.69 1.48 2.53
O 2.47 2.61 0.77
C 2.99 3.89 0.49
C 3.41 4.08 -0.97
C 2.21 4.11 -1.92
N 1.43 2.90 -1.88
C 1.69 1.87 -2.70
O 2.53 1.88 -3.59
C 0.84 0.65 -2.47
C 1.11 -0.42 -3.27
N 0.48 -1.61 -3.23
C 0.87 -2.66 -4.14
C -0.53 -1.80 -2.31
C -1.21 -3.02 -2.22
C -2.23 -3.18 -1.30
C -2.59 -2.13 -0.47
S -3.95 -2.35 0.67
O -4.05 -3.76 0.97
O -5.10 -1.70 0.12
N -3.41 -1.46 1.98
C -4.42 -0.70 2.70
C -4.71 -1.53 3.95
C -3.31 -2.04 4.31
C -2.63 -2.22 2.95
C -1.93 -0.93 -0.54
C -0.89 -0.74 -1.45
C -0.21 0.57 -1.48
O -0.54 1.47 -0.71
H 3.54 -0.54 0.74
H 1.90 0.11 0.84
H 2.84 0.35 -0.63
H 4.38 1.84 0.53
H 4.03 2.43 2.94
H 2.76 1.21 3.04
H 4.44 0.73 2.74
H 2.18 4.59 0.73
H 3.84 4.12 1.15
H 3.96 5.01 -1.06
H 4.07 3.26 -1.27
H 1.55 4.95 -1.67
H 2.57 4.23 -2.95
H 0.80 2.74 -1.11
H 1.90 -0.30 -4.01
H 0.03 -2.95 -4.76
H 1.68 -2.30 -4.78
H 1.23 -3.53 -3.58
H -0.95 -3.85 -2.86
H -2.76 -4.12 -1.21
H -5.28 -0.55 2.05
H -3.99 0.27 2.97
H -5.17 -0.96 4.74
H -5.36 -2.37 3.68
H -3.34 -2.97 4.88
H -2.79 -1.29 4.90
H -2.62 -3.27 2.64
H -1.60 -1.85 2.96
H -2.21 -0.11 0.11
*
```

Values from the calculation:
gap between HOMO and LUMO: 8.685 eV
E_HOMO: -8.685 eV
SMILES: CC(C)OCCCNC(=O)c1cn(C)c2ccc(S(=O)(=O)N3CCCC3)cc2c1=O
largest force on an atom: 1.23 eV/Å
calculated total energy: -47791.31665 eV

Mulliken atomic charge list, values in e, 2 entries:
1. C -1.247
2. C 0.640

---

# 3
DFT (wB97M-V/def2-TZVPD) results for a cluster of 2 separate species, C5H3N3 in total in a non-equilibrium geometry.

The geometry in ORCA input format:
```
! wB97M-V def2-TZVPD RIJCOSX def2/J DEFGRID3
* xyz 0 1
C -1.23 -1.66 -0.38
C -0.14 -1.35 0.04
C 2.12 -0.65 -0.18
C 3.42 -0.81 0.11
C 0.11 1.82 -0.31
N -0.90 1.83 0.23
N 1.10 -1.23 0.47
N 4.58 -0.82 0.27
H -2.28 -1.81 -0.59
H 1.17 -1.84 1.28
H 1.12 1.89 -0.70
*
```

Values from the calculation:
gap between HOMO and LUMO: 8.111 eV
E_HOMO: -9.622 eV
largest force on an atom: 4.30 eV/Å
calculated total energy: -9697.67523 eV

Mulliken atomic charge list, values in e, 2 entries:
1. C -0.315
2. C 0.047

---

# 4
DFT (wB97M-V/def2-TZVPD) results for a structure of composition C4HHgLiO2 in a non-equilibrium geometry.

The geometry in ORCA input format:
```
! wB97M-V def2-TZVPD RIJCOSX def2/J DEFGRID3
* xyz -1 2
O -0.83 2.43 -1.45
C -0.34 1.41 -0.96
C 0.06 0.61 -0.02
C 1.05 -0.12 0.73
Li 3.00 -0.44 0.43
C 0.66 -1.53 1.19
O -0.42 -2.16 0.73
Hg -1.29 -1.02 -0.58
H 1.17 -2.04 2.03
*
```

Values from the calculation:
gap between HOMO and LUMO (spin up / spin down): 3.533 / 3.807 eV
E_HOMO (spin up / spin down): -1.733 / -2.087 eV
largest force on an atom: 5.63 eV/Å
calculated total energy: -12633.95768 eV

Mulliken atomic charge list, values in e, 2 entries:
1. O -0.662
2. C 0.349

---

Question: Which of these has the highest largest force on an atom?
Answer: C4HHgLiO2

---

Repeat the second record exactly.
DFT (wB97M-V/def2-TZVPD) results for an isolated molecule of C21H29N3O5S in a non-equilibrium geometry.

The geometry in ORCA input format:
```
! wB97M-V def2-TZVPD RIJCOSX def2/J DEFGRID3
* xyz 0 1
C 2.90 0.29 0.46
C 3.44 1.60 1.03
C 3.69 1.48 2.53
O 2.47 2.61 0.77
C 2.99 3.89 0.49
C 3.41 4.08 -0.97
C 2.21 4.11 -1.92
N 1.43 2.90 -1.88
C 1.69 1.87 -2.70
O 2.53 1.88 -3.59
C 0.84 0.65 -2.47
C 1.11 -0.42 -3.27
N 0.48 -1.61 -3.23
C 0.87 -2.66 -4.14
C -0.53 -1.80 -2.31
C -1.21 -3.02 -2.22
C -2.23 -3.18 -1.30
C -2.59 -2.13 -0.47
S -3.95 -2.35 0.67
O -4.05 -3.76 0.97
O -5.10 -1.70 0.12
N -3.41 -1.46 1.98
C -4.42 -0.70 2.70
C -4.71 -1.53 3.95
C -3.31 -2.04 4.31
C -2.63 -2.22 2.95
C -1.93 -0.93 -0.54
C -0.89 -0.74 -1.45
C -0.21 0.57 -1.48
O -0.54 1.47 -0.71
H 3.54 -0.54 0.74
H 1.90 0.11 0.84
H 2.84 0.35 -0.63
H 4.38 1.84 0.53
H 4.03 2.43 2.94
H 2.76 1.21 3.04
H 4.44 0.73 2.74
H 2.18 4.59 0.73
H 3.84 4.12 1.15
H 3.96 5.01 -1.06
H 4.07 3.26 -1.27
H 1.55 4.95 -1.67
H 2.57 4.23 -2.95
H 0.80 2.74 -1.11
H 1.90 -0.30 -4.01
H 0.03 -2.95 -4.76
H 1.68 -2.30 -4.78
H 1.23 -3.53 -3.58
H -0.95 -3.85 -2.86
H -2.76 -4.12 -1.21
H -5.28 -0.55 2.05
H -3.99 0.27 2.97
H -5.17 -0.96 4.74
H -5.36 -2.37 3.68
H -3.34 -2.97 4.88
H -2.79 -1.29 4.90
H -2.62 -3.27 2.64
H -1.60 -1.85 2.96
H -2.21 -0.11 0.11
*
```

Values from the calculation:
gap between HOMO and LUMO: 8.685 eV
E_HOMO: -8.685 eV
SMILES: CC(C)OCCCNC(=O)c1cn(C)c2ccc(S(=O)(=O)N3CCCC3)cc2c1=O
largest force on an atom: 1.23 eV/Å
calculated total energy: -47791.31665 eV

Mulliken atomic charge list, values in e, 2 entries:
1. C -1.247
2. C 0.640

---

Copy entry 2 word for word.
DFT (wB97M-V/def2-TZVPD) results for an isolated molecule of C21H29N3O5S in a non-equilibrium geometry.

The geometry in ORCA input format:
```
! wB97M-V def2-TZVPD RIJCOSX def2/J DEFGRID3
* xyz 0 1
C 2.90 0.29 0.46
C 3.44 1.60 1.03
C 3.69 1.48 2.53
O 2.47 2.61 0.77
C 2.99 3.89 0.49
C 3.41 4.08 -0.97
C 2.21 4.11 -1.92
N 1.43 2.90 -1.88
C 1.69 1.87 -2.70
O 2.53 1.88 -3.59
C 0.84 0.65 -2.47
C 1.11 -0.42 -3.27
N 0.48 -1.61 -3.23
C 0.87 -2.66 -4.14
C -0.53 -1.80 -2.31
C -1.21 -3.02 -2.22
C -2.23 -3.18 -1.30
C -2.59 -2.13 -0.47
S -3.95 -2.35 0.67
O -4.05 -3.76 0.97
O -5.10 -1.70 0.12
N -3.41 -1.46 1.98
C -4.42 -0.70 2.70
C -4.71 -1.53 3.95
C -3.31 -2.04 4.31
C -2.63 -2.22 2.95
C -1.93 -0.93 -0.54
C -0.89 -0.74 -1.45
C -0.21 0.57 -1.48
O -0.54 1.47 -0.71
H 3.54 -0.54 0.74
H 1.90 0.11 0.84
H 2.84 0.35 -0.63
H 4.38 1.84 0.53
H 4.03 2.43 2.94
H 2.76 1.21 3.04
H 4.44 0.73 2.74
H 2.18 4.59 0.73
H 3.84 4.12 1.15
H 3.96 5.01 -1.06
H 4.07 3.26 -1.27
H 1.55 4.95 -1.67
H 2.57 4.23 -2.95
H 0.80 2.74 -1.11
H 1.90 -0.30 -4.01
H 0.03 -2.95 -4.76
H 1.68 -2.30 -4.78
H 1.23 -3.53 -3.58
H -0.95 -3.85 -2.86
H -2.76 -4.12 -1.21
H -5.28 -0.55 2.05
H -3.99 0.27 2.97
H -5.17 -0.96 4.74
H -5.36 -2.37 3.68
H -3.34 -2.97 4.88
H -2.79 -1.29 4.90
H -2.62 -3.27 2.64
H -1.60 -1.85 2.96
H -2.21 -0.11 0.11
*
```

Values from the calculation:
gap between HOMO and LUMO: 8.685 eV
E_HOMO: -8.685 eV
SMILES: CC(C)OCCCNC(=O)c1cn(C)c2ccc(S(=O)(=O)N3CCCC3)cc2c1=O
largest force on an atom: 1.23 eV/Å
calculated total energy: -47791.31665 eV

Mulliken atomic charge list, values in e, 2 entries:
1. C -1.247
2. C 0.640